No. 1
Density functional theory data (ωB97M-V/def2-TZVPD) for C27H27InO17PS as an isolated structure.

Its lowest unoccupied orbital energy is -0.2 eV. As for the net charge: -1.

Last column: Mulliken charge in e.
Atoms and positions in Å:
C1 -1.48 0.67 -1.84  -1.0049
C2 0.00 0.91 -2.05  0.0612
O1 0.23 2.29 -2.15  -0.3315
C3 1.58 2.62 -2.54  -0.8661
In1 2.27 4.52 -1.63  0.5686
P1 3.07 4.09 0.78  0.0154
S1 4.87 3.27 0.98  -0.4789
H1 -2.04 1.45 -2.32  0.3650
H2 -1.78 -0.29 -2.23  0.3475
H3 -1.72 0.68 -0.78  0.1424
H4 0.36 0.38 -2.93  0.3173
H5 0.56 0.52 -1.19  0.0156
H6 1.58 2.76 -3.62  0.3495
H7 2.22 1.77 -2.33  0.3570
H8 3.52 5.28 -2.61  -0.3187
H9 0.85 5.60 -1.44  -0.3345
H10 2.14 3.32 1.49  0.0023
H11 3.01 5.33 1.46  0.0281
C4 -0.01 -0.55 2.43  -0.9294
C5 -0.22 -1.84 2.18  0.1399
C6 0.81 -2.71 1.51  1.0912
O2 0.53 -3.89 1.35  -0.6746
C7 2.06 -2.11 1.11  -1.0537
C8 2.28 -0.80 1.34  0.3447
C9 1.25 0.06 2.03  1.1042
O3 1.53 1.22 2.22  -0.5562
O4 3.40 -0.19 1.00  -0.4695
O5 -1.35 -2.47 2.48  -0.5614
H12 -0.75 0.08 2.90  0.5441
H13 2.79 -2.74 0.62  0.4450
H14 3.34 0.75 1.27  0.1382
H15 -1.24 -3.40 2.19  0.3518
C10 -5.22 0.27 0.22  -1.0537
C11 -5.59 1.53 0.52  0.3036
C12 -5.24 2.17 1.84  1.0272
O6 -5.62 3.31 2.02  -0.6345
C13 -4.50 1.39 2.81  -0.7891
C14 -4.13 0.13 2.51  0.0831
C15 -4.46 -0.50 1.19  1.4097
O7 -4.08 -1.64 1.00  -0.9694
O8 -3.45 -0.63 3.34  -0.6147
O9 -6.28 2.29 -0.30  -0.5975
H16 -5.46 -0.19 -0.72  0.5931
H17 -4.26 1.85 3.76  0.4638
H18 -3.28 -1.48 2.89  0.2401
H19 -6.40 3.15 0.16  0.3631
C16 -6.27 -5.06 -1.73  -0.8738
C17 -6.04 -4.02 -0.91  0.5522
C18 -7.02 -3.65 0.18  0.8613
O10 -6.77 -2.71 0.90  -0.4784
C19 -8.24 -4.44 0.30  -1.1294
C20 -8.45 -5.47 -0.53  0.3012
C21 -7.47 -5.85 -1.60  1.0982
O11 -7.74 -6.81 -2.30  -0.6427
O12 -9.54 -6.24 -0.48  -0.5857
O13 -4.95 -3.29 -1.01  -0.4895
H20 -5.57 -5.33 -2.51  0.4515
H21 -8.94 -4.17 1.07  0.4312
H22 -9.42 -6.90 -1.19  0.3638
H23 -4.91 -2.62 -0.29  0.2669
C22 9.81 3.35 -1.38  -1.0947
C23 10.68 2.40 -1.71  0.3785
C24 10.62 1.02 -1.13  1.0952
O14 11.46 0.21 -1.51  -0.6649
C25 9.58 0.72 -0.17  -0.9627
C26 8.69 1.66 0.17  0.4705
C27 8.74 3.05 -0.42  0.9727
O15 7.91 3.85 -0.08  -0.4650
O16 7.74 1.44 1.05  -0.5313
O17 11.68 2.59 -2.58  -0.5959
H24 9.84 4.34 -1.80  0.4193
H25 9.56 -0.28 0.25  0.4161
H26 7.17 2.24 1.14  0.0994
H27 12.15 1.73 -2.63  0.3611

---

No. 2
Density functional theory data (ωB97M-V/def2-TZVPD) for a 6-piece molecular cluster, C23H63ClNO22P6 overall.

Its lowest unoccupied orbital energy is -1.7 eV. As for the net charge: -1.

Last column: Mulliken charge in e.
Atoms and positions in Å:
C1 0.82 0.35 0.77  -0.8293
C2 1.85 1.25 1.36  0.2770
C3 2.08 2.84 0.90  -0.4997
P1 2.42 3.79 2.56  0.9246
N1 2.86 4.63 4.07  -0.4736
C4 2.25 4.00 5.30  -0.4292
C5 2.83 2.51 5.69  -0.1444
C6 1.52 1.56 6.08  -0.7329
O1 3.03 5.25 1.79  -0.6959
C7 4.50 5.46 1.95  -0.3692
C8 5.07 3.90 2.07  -0.1041
Cl1 5.87 3.66 0.39  -0.1994
O2 3.99 2.96 2.44  -0.4164
H1 0.28 0.60 -0.23  0.1404
H2 0.52 -0.62 1.39  0.1586
H3 2.53 0.77 2.22  0.1464
H4 3.03 2.95 0.21  0.1235
H5 1.10 3.30 0.44  0.2642
H6 1.08 4.37 2.41  -0.4285
H7 1.70 2.68 3.14  -0.0191
H8 2.41 5.59 4.02  0.2845
H9 2.54 4.71 6.22  0.2293
H10 1.08 4.07 5.21  0.0514
H11 3.34 1.96 4.76  0.0638
H12 3.65 2.56 6.52  0.3812
H13 1.56 1.45 7.26  0.2447
H14 0.49 2.07 5.83  0.0807
H15 1.55 0.54 5.50  0.2577
H16 5.00 6.11 1.08  0.2373
H17 4.84 6.06 2.92  0.2019
H18 5.96 3.77 2.84  0.3186
C9 -4.19 -3.51 -2.28  -0.5381
O3 -3.00 -2.92 -1.83  -0.2385
P2 -2.23 -1.47 -2.39  0.9742
O4 -2.03 -1.01 -0.94  -0.5838
O5 -3.70 -0.93 -2.94  -0.3399
C10 -4.73 -0.59 -2.03  -0.8856
O6 -1.46 -0.03 -2.95  -0.3930
C11 -2.19 1.15 -3.22  -0.5203
H19 -4.09 -4.59 -2.17  0.0890
H20 -5.02 -3.21 -1.64  0.2125
H21 -4.39 -3.28 -3.32  0.4592
H22 -4.48 -0.82 -0.99  0.4111
H23 -5.64 -1.12 -2.32  0.2629
H24 -4.94 0.48 -2.09  0.3219
H25 -2.76 1.46 -2.34  0.2221
H26 -2.85 1.01 -4.08  0.2482
H27 -1.48 1.94 -3.47  0.2775
C12 -7.15 -8.29 2.31  -0.6198
O7 -7.00 -7.12 1.56  -0.3669
P3 -5.62 -6.08 1.43  0.9564
O8 -5.78 -6.06 -0.10  -0.4955
O9 -4.65 -7.35 1.87  -0.3942
C13 -4.48 -8.46 0.99  -0.8312
O10 -4.25 -5.04 1.30  -0.3177
C14 -2.94 -5.55 1.16  -0.4943
H28 -8.20 -8.36 2.63  0.2488
H29 -6.96 -9.16 1.69  0.2463
H30 -6.52 -8.29 3.20  0.3300
H31 -5.13 -8.42 0.11  0.4153
H32 -4.69 -9.38 1.56  0.2788
H33 -3.45 -8.51 0.66  0.2991
H34 -2.87 -6.21 0.28  0.1664
H35 -2.63 -6.07 2.06  0.2943
H36 -2.26 -4.71 1.01  0.2964
C15 -4.93 -8.05 -5.34  -0.6808
O11 -4.56 -6.79 -4.84  -0.2865
P4 -3.12 -5.88 -5.16  1.1253
O12 -3.97 -4.62 -5.39  -0.5936
O13 -2.95 -6.69 -6.60  -0.4055
C16 -3.88 -6.49 -7.65  -0.8322
O14 -1.69 -4.97 -5.48  -0.3523
C17 -1.16 -4.84 -6.79  -0.5471
H37 -5.51 -8.56 -4.56  0.2480
H38 -5.59 -7.93 -6.19  0.2572
H39 -4.06 -8.66 -5.58  0.3458
H40 -4.73 -5.86 -7.36  0.4063
H41 -4.25 -7.47 -7.98  0.2893
H42 -3.38 -6.03 -8.50  0.2818
H43 -1.91 -4.42 -7.47  0.2545
H44 -0.79 -5.80 -7.15  0.2412
H45 -0.32 -4.15 -6.75  0.2621
C18 -3.12 8.01 3.60  -0.6502
O15 -1.97 7.22 3.73  -0.3359
P5 -1.62 6.02 4.93  0.9695
O16 -1.14 5.06 3.84  -0.5273
O17 -3.25 5.82 5.18  -0.3995
C19 -4.06 5.24 4.16  -0.8088
O18 -1.27 4.82 6.13  -0.3031
C20 -2.23 3.87 6.54  -0.6246
H46 -2.81 8.97 3.17  0.2482
H47 -3.79 7.56 2.88  0.2525
H48 -3.61 8.19 4.55  0.3268
H49 -3.52 5.07 3.23  0.3994
H50 -4.91 5.91 3.98  0.2793
H51 -4.45 4.29 4.51  0.2815
H52 -2.60 3.30 5.69  0.2502
H53 -3.05 4.36 7.08  0.3113
H54 -1.75 3.18 7.24  0.2762
C21 7.63 4.53 -2.82  -0.4809
O19 8.16 3.89 -3.95  -0.3361
P6 9.82 3.57 -4.33  0.9673
O20 9.47 2.13 -4.70  -0.5575
O21 10.19 3.65 -2.71  -0.3969
C22 9.71 2.65 -1.82  -0.8170
O22 11.48 3.26 -4.70  -0.3827
C23 12.39 2.78 -3.74  -0.4577
H55 6.72 5.06 -3.13  0.2827
H56 7.32 3.79 -2.09  0.1481
H57 8.32 5.25 -2.39  0.3291
H58 9.03 1.94 -2.29  0.4108
H59 9.21 3.15 -0.98  0.2934
H60 10.56 2.10 -1.41  0.2954
H61 12.03 1.85 -3.29  0.2223
H62 12.57 3.54 -2.97  0.2244
H63 13.34 2.58 -4.23  0.2602

---

No. 3
Density functional theory data (ωB97M-V/def2-TZVPD) for C47H69GeN5P3Rh as an isolated structure.

The expectation value of S² is 0.903. Its lowest unoccupied orbital energy (alpha / beta) is -3.6 / -3.5 eV. As for the net charge: +1. Its spin multiplicity is 2.

Last column: Mulliken charge in e.
Atoms and positions in Å:
Rh1 -0.11 0.26 1.11  -0.9097
C1 -2.92 -3.86 0.95  -1.6925
C2 -2.85 -2.83 -0.18  0.0015
C3 -2.07 -3.41 -1.37  -1.2682
P1 -2.27 -1.15 0.46  1.1199
C4 -2.70 -0.13 -1.03  -2.4036
N1 -1.71 -0.28 -2.07  0.5386
Ge1 0.13 0.10 -1.43  0.4772
N2 1.56 1.37 -1.97  0.2943
C5 2.06 2.32 -1.02  -3.1459
P2 1.36 2.22 0.69  1.3610
C6 2.77 2.89 1.70  -0.1197
C7 2.27 3.13 3.12  -1.1856
C8 3.97 1.94 1.73  -1.4542
C9 0.19 3.67 0.66  1.5281
C10 -0.90 3.44 -0.39  -0.8622
C11 0.83 5.05 0.50  -1.7892
C12 1.83 1.62 -3.29  0.7579
C13 2.68 2.67 -3.69  -0.6309
C14 2.99 2.88 -5.02  -1.0437
C15 2.46 2.03 -5.98  -1.0732
C16 1.61 1.01 -5.60  -0.7792
C17 1.25 0.81 -4.28  0.6530
N3 0.36 -0.24 -3.79  1.2500
C18 -0.99 -0.24 -4.34  0.6675
C19 -1.30 -0.25 -5.69  -0.4679
C20 -2.62 -0.27 -6.14  -1.2750
C21 -3.65 -0.28 -5.21  -0.8687
C22 -3.36 -0.27 -3.86  -0.9668
C23 -2.04 -0.26 -3.40  1.1797
C24 1.02 -1.55 -3.91  0.3131
C25 1.31 -2.15 -5.13  -0.6638
C26 1.99 -3.34 -5.21  -1.1597
C27 2.41 -3.96 -4.05  -1.1454
C28 2.10 -3.40 -2.82  -0.2335
C29 1.35 -2.21 -2.72  1.2021
N4 0.92 -1.67 -1.53  0.8984
C30 0.86 -2.49 -0.35  -1.1987
P3 1.36 -1.62 1.19  2.2063
C31 0.88 -2.92 2.44  1.4523
C32 1.67 -2.76 3.75  -1.5312
C33 0.90 -4.38 1.97  -1.6499
C34 3.21 -1.57 1.09  0.8145
C35 3.92 -2.92 1.13  -1.3527
C36 3.61 -0.80 -0.18  -1.3662
C37 -3.75 -0.78 1.55  0.5623
C38 -4.19 0.68 1.49  -1.5400
C39 -3.42 -1.15 3.00  -1.3574
H1 -3.18 -4.84 0.54  0.4182
H2 -3.67 -3.60 1.69  0.3813
H3 -1.95 -3.95 1.46  0.2995
H4 -3.86 -2.61 -0.52  1.0221
H5 -1.22 -4.01 -1.04  0.3078
H6 -1.71 -2.65 -2.06  0.0141
H7 -2.73 -4.08 -1.93  0.5215
H8 -2.74 0.92 -0.69  -0.0553
H9 -3.70 -0.41 -1.36  0.6195
H10 1.86 3.35 -1.35  1.3593
H11 3.15 2.22 -0.93  1.0959
H12 3.07 3.84 1.23  0.8537
H13 1.92 2.19 3.55  -0.0884
H14 1.44 3.84 3.16  0.1990
H15 3.07 3.51 3.75  0.6094
H16 3.68 0.98 2.14  0.1530
H17 4.75 2.36 2.37  0.5284
H18 4.41 1.79 0.74  0.3490
H19 -0.28 3.62 1.64  -0.8824
H20 -0.48 3.38 -1.40  0.3168
H21 -1.61 4.27 -0.38  0.6421
H22 -1.44 2.52 -0.19  -0.3966
H23 1.48 5.11 -0.38  0.2848
H24 1.41 5.34 1.37  0.4657
H25 0.04 5.78 0.37  0.4695
H26 3.14 3.31 -2.95  0.5256
H27 3.64 3.69 -5.30  0.3870
H28 2.72 2.16 -7.02  0.4545
H29 1.26 0.37 -6.38  0.1120
H30 -0.54 -0.24 -6.45  0.0860
H31 -2.82 -0.27 -7.20  0.4378
H32 -4.68 -0.28 -5.54  0.4208
H33 -4.18 -0.27 -3.16  0.3885
H34 0.99 -1.69 -6.06  0.2010
H35 2.20 -3.79 -6.18  0.4318
H36 2.98 -4.88 -4.09  0.4413
H37 2.45 -3.91 -1.93  0.3565
H38 1.43 -3.40 -0.46  1.1715
H39 -0.18 -2.77 -0.14  -2.3839
H40 -0.17 -2.67 2.65  -0.3768
H41 2.57 -3.38 3.74  0.4173
H42 1.06 -3.08 4.60  0.4289
H43 1.98 -1.73 3.92  0.2552
H44 1.89 -4.68 1.61  0.2170
H45 0.17 -4.58 1.19  0.3103
H46 0.65 -5.01 2.83  0.5275
H47 3.52 -0.99 1.97  0.2957
H48 3.60 -3.56 0.30  0.1506
H49 3.77 -3.44 2.07  0.3201
H50 4.99 -2.74 1.01  0.4968
H51 3.51 -1.43 -1.06  0.2533
H52 4.65 -0.48 -0.11  0.6709
H53 2.99 0.09 -0.32  0.0338
H54 -4.56 -1.41 1.19  0.9191
H55 -3.33 1.34 1.64  -0.2509
H56 -4.90 0.88 2.29  0.5175
H57 -4.67 0.94 0.55  0.4028
H58 -2.73 -0.43 3.43  -0.1122
H59 -2.98 -2.14 3.10  0.2666
H60 -4.34 -1.13 3.60  0.5926
C40 0.00 0.16 4.72  -1.1732
C41 -1.10 1.17 4.75  0.2992
C42 -1.72 1.46 5.95  -0.6547
C43 -2.71 2.42 6.04  -1.0556
C44 -3.06 3.16 4.91  -0.8875
C45 -2.48 2.93 3.69  0.8358
C46 -2.82 3.81 2.52  -0.9570
C47 -1.52 1.85 3.53  0.1381
N5 -1.14 1.53 2.32  0.6052
H61 -0.06 -0.51 5.57  0.6078
H62 0.97 0.67 4.75  0.4205
H63 -0.05 -0.41 3.79  -0.4496
H64 -1.41 0.91 6.83  0.4913
H65 -3.20 2.62 6.99  0.4191
H66 -3.81 3.94 5.00  0.4771
H67 -3.60 4.51 2.78  0.5614
H68 -3.15 3.22 1.66  0.1791
H69 -1.95 4.37 2.20  0.1456

---

No. 4
Density functional theory data (ωB97M-V/def2-TZVPD) for a single C6H9N molecule.

Its lowest unoccupied orbital energy is 1.0 eV. As for the SMILES: CC#CCN1CC1. As for the net charge: 0. The energy relative to the best compared isomer or geometry (same formula, charge and spin) is 121.45 kcal per mole.

Last column: Mulliken charge in e.
Atoms and positions in Å:
C1 2.88 -0.07 0.25  -1.0420
C2 1.81 0.28 -0.67  0.6269
C3 0.81 0.65 -1.30  -0.7741
C4 -0.15 -0.49 -0.76  -0.3645
N1 -0.89 0.01 0.39  -0.3169
C5 -2.30 -0.40 0.40  -0.3988
C6 -1.90 0.99 0.05  -0.3439
H1 3.68 0.62 -0.02  0.3222
H2 3.23 -1.10 0.12  0.3059
H3 2.56 0.12 1.28  0.2771
H4 -0.73 -0.70 -1.65  0.3617
H5 0.30 -1.46 -0.43  0.3733
H6 -2.73 -0.61 1.37  0.2488
H7 -2.63 -1.03 -0.42  0.2326
H8 -1.96 1.27 -1.00  0.2351
H9 -2.06 1.79 0.77  0.2566

---

No. 5
Density functional theory data (ωB97M-V/def2-TZVPD) for C3H6AsClN4RhS5 as an isolated structure.

The expectation value of S² is 6.037. Its lowest unoccupied orbital energy (alpha / beta) is 2.3 / 1.6 eV. As for the net charge: -1. The energy relative to the best compared isomer or geometry (same formula, charge and spin) is 0.00 kcal per mole. Its spin multiplicity is 5.

Last column: Mulliken charge in e.
Atoms and positions in Å:
Rh1 -0.92 -1.37 -1.22  0.2642
S1 -2.58 -5.39 0.77  -0.4182
As1 -1.36 -4.85 -0.91  0.4055
S2 -2.32 -2.64 -2.26  -0.2833
S3 -0.07 -3.09 -0.18  -0.2861
S4 -0.19 -6.60 -0.37  -0.4487
C1 0.27 2.69 1.98  -1.1838
C2 0.88 2.30 0.70  0.9008
N1 1.68 3.01 -0.03  -0.7838
N2 1.93 2.23 -1.12  0.1865
C3 1.30 1.04 -1.11  0.3637
S5 1.30 -0.18 -2.23  -0.3989
N3 0.65 1.08 0.10  0.6560
N4 -0.20 0.07 0.51  -1.1675
H1 0.59 3.70 2.23  0.3434
H2 0.56 2.01 2.79  0.2971
H3 -0.82 2.68 1.91  0.2928
H4 2.49 2.57 -1.88  0.1828
H5 -1.16 0.42 0.58  0.3694
H6 0.14 -0.41 1.33  0.2785
Cl1 -2.17 0.74 -1.58  -0.5705

---

No. 6
Density functional theory data (ωB97M-V/def2-TZVPD) for a single C4H9NO molecule.

Its lowest unoccupied orbital energy is 1.0 eV. As for the SMILES: CC/N=C/CO. As for the net charge: 0. The energy relative to the best compared isomer or geometry (same formula, charge and spin) is 52.47 kcal per mole.

Last column: Mulliken charge in e.
Atoms and positions in Å:
C1 -1.70 0.74 0.01  -1.0046
C2 -0.90 0.21 -1.19  -0.4151
N1 0.49 0.26 -0.82  -0.4778
C3 0.87 -0.82 -0.29  -0.0037
C4 1.68 -0.69 0.95  -0.4010
O1 1.83 0.65 1.33  -0.5356
H1 -1.92 -0.02 0.78  0.2691
H2 -1.16 1.55 0.52  0.2877
H3 -2.65 1.14 -0.34  0.3672
H4 -1.24 -0.82 -1.42  0.3005
H5 -1.03 0.85 -2.05  0.3338
H6 0.46 -1.80 -0.58  0.3758
H7 2.62 -1.22 0.86  0.2951
H8 1.06 -1.21 1.71  0.2321
H9 1.60 1.17 0.54  0.3767